Below is a molecular structure, C31H36GdN4S in a non-equilibrium geometry, with properties calculated with ωB97M-V/def2-TZVPD.

CARTESIAN COORDINATES (ANGSTROEM)
1 Gd -0.15198 -0.78555 -0.16330
2 N 1.62712 -1.90895 0.77481
3 N 2.24140 0.55614 1.85083
4 C -1.46757 1.47069 -1.20152
5 C -1.38133 1.60279 0.21646
6 C -2.15882 0.56254 0.79631
7 C -2.29465 0.31027 2.24477
8 H -2.12871 1.21340 2.83901
9 H -1.54657 -0.41045 2.60449
10 H -3.26774 -0.13889 2.46656
11 C -2.66719 -0.26972 -0.26224
12 C -3.42723 -1.51247 -0.05680
13 H -3.75163 -1.96444 -0.99910
14 H -4.28009 -1.35715 0.61155
15 H -2.75410 -2.36791 0.54130
16 C -2.21089 0.29020 -1.50348
17 C -2.39003 -0.29453 -2.85550
18 H -1.70367 -1.13552 -3.02993
19 H -2.17221 0.44204 -3.63373
20 H -3.41528 -0.64987 -3.00070
21 C -0.69629 2.67764 0.98017
22 H -1.22501 2.88161 1.91939
23 H -0.61079 3.60704 0.40430
24 H 0.32078 2.36584 1.25215
25 C -0.84701 2.40067 -2.17739
26 H 0.22086 2.18272 -2.32011
27 H -0.90225 3.44687 -1.84533
28 H -1.32565 2.35050 -3.16342
29 C 1.59612 -3.13285 0.20485
30 H 0.95038 -3.25889 -0.67854
31 C 2.31530 -4.20058 0.74085
32 H 2.39761 -5.11196 0.15916
33 C 2.95993 -4.03291 1.97190
34 H 3.62078 -4.79933 2.38175
35 C 2.76325 -2.86347 2.68730
36 H 3.19232 -2.65033 3.67021
37 C 2.08227 -1.77448 2.07908
38 C 2.02951 -0.51466 2.68543
39 H 2.16964 -0.35385 3.75323
40 C 1.79485 0.68294 0.50925
41 C 3.24137 1.49078 2.12889
42 H 3.62439 1.60822 3.12574
43 C 3.62035 1.99257 0.95941
44 H 4.44717 2.64028 0.73648
45 N 2.68385 1.60104 -0.00332
46 C 2.56490 2.33152 -1.22028
47 C 2.47287 3.73269 -1.09450
48 C 2.35078 4.50692 -2.24755
49 H 2.29847 5.59131 -2.12717
50 C 2.28369 3.93605 -3.51624
51 C 2.06915 4.81877 -4.71395
52 H 1.12113 4.58360 -5.22037
53 H 2.88599 4.70750 -5.43932
54 H 2.02079 5.86794 -4.39206
55 C 2.35506 2.54350 -3.62200
56 H 2.31475 2.09078 -4.61327
57 C 2.46513 1.71388 -2.49057
58 C 2.52068 0.23201 -2.69523
59 H 3.16192 -0.27961 -1.96843
60 H 2.93535 0.02437 -3.69330
61 H 1.50881 -0.21823 -2.67601
62 C 2.45601 4.44638 0.21230
63 H 3.32344 4.24907 0.84161
64 H 1.54625 4.24752 0.79088
65 H 2.50935 5.51241 -0.01089
66 S -1.84211 -4.58598 1.48324
67 C -1.23375 -4.10399 3.01289
68 C -0.68156 -2.84347 2.91371
69 N -0.86441 -2.19885 1.72448
70 C -1.56830 -2.96221 0.78812
71 H -1.24475 -4.71424 3.90454
72 H -0.07700 -2.39907 3.69722
73 H -1.15595 -3.05348 -0.24504

Output
Charge: -1
Lowest unoccupied orbital energy (alpha / beta), eV: 2.5 / 2.5
HOMO level (alpha / beta), eV: -1.5 / -3.2
Spin multiplicity: 8
Energy relative to the best compared isomer or geometry (same formula, charge and spin), eV: 0.000
Kohn-Sham gap (alpha / beta), eV: 4.02 / 5.67

Below is a molecular structure, C31H36GeN2OReSTe, with properties calculated with ωB97M-V/def2-TZVPD.

CARTESIAN COORDINATES (ANGSTROEM)
1 Re -0.64411 0.89525 0.73123
2 N 1.99562 2.98803 -1.89193
3 C 2.07678 2.70437 -0.59018
4 S 1.83428 1.11282 -0.04547
5 N 2.40507 3.66348 0.28383
6 C 2.80072 5.00067 0.05716
7 C 2.45432 5.95031 1.01657
8 C 2.84718 7.26750 0.86128
9 C 3.57137 7.65587 -0.25870
10 C 3.92572 6.70647 -1.20238
11 C 3.55841 5.37564 -1.04596
12 H 1.61650 2.25693 -2.47098
13 H 1.96641 3.93959 -2.22230
14 H 2.31169 3.36755 1.24374
15 H 1.86988 5.65026 1.87874
16 H 2.57838 7.99513 1.61651
17 H 3.86678 8.68895 -0.38647
18 H 4.51189 6.99058 -2.06713
19 H 3.90528 4.63801 -1.75748
20 C -2.50293 -0.89288 -1.52522
21 O -3.23201 -0.13015 -0.57256
22 C -2.54289 0.58580 0.34609
23 C -3.58400 1.17170 1.29148
24 H -2.69132 -1.94926 -1.33954
25 H -1.43640 -0.68601 -1.44490
26 H -2.86637 -0.63601 -2.52247
27 H -4.53962 1.33232 0.78340
28 H -3.25513 2.10611 1.74491
29 H -3.74681 0.47544 2.11709
30 C -0.67462 5.26901 -0.64273
31 Te -1.68199 3.40348 -0.25824
32 C -1.86256 2.94857 -2.33766
33 H -1.35626 5.92249 -1.18403
34 H 0.23569 5.14260 -1.21971
35 H -0.42660 5.72527 0.31480
36 H -0.97150 3.29516 -2.86202
37 H -2.74487 3.42815 -2.75359
38 H -1.94038 1.86762 -2.41765
39 C -0.01277 -0.78655 1.33083
40 Ge -0.23259 -2.64237 0.79965
41 C 0.34863 -2.87277 -1.06853
42 C -0.33044 -3.64367 -2.00914
43 C 0.11373 -3.73355 -3.32244
44 C 1.25928 -3.05545 -3.71641
45 C 1.96062 -2.29858 -2.78685
46 C 1.50716 -2.21229 -1.47816
47 C 0.97313 -3.76808 1.86565
48 C 1.90803 -4.62344 1.28733
49 C 2.72323 -5.42932 2.07423
50 C 2.61283 -5.38995 3.45613
51 C 1.68994 -4.53728 4.04876
52 C 0.87992 -3.73543 3.25769
53 C -2.05001 -3.31584 1.06691
54 C -2.41138 -4.61832 0.72127
55 C -3.70338 -5.07935 0.93165
56 C -4.65441 -4.24283 1.50276
57 C -4.30348 -2.95177 1.86996
58 C -3.00973 -2.49563 1.65192
59 H 0.86796 -0.65997 1.98203
60 H -1.22876 -4.18201 -1.72331
61 H -0.43623 -4.33367 -4.03763
62 H 1.60732 -3.12187 -4.74010
63 H 2.86205 -1.77381 -3.08101
64 H 2.05800 -1.60147 -0.77012
65 H 2.00660 -4.66497 0.20754
66 H 3.44311 -6.08957 1.60498
67 H 3.24169 -6.02259 4.07071
68 H 1.59975 -4.49989 5.12782
69 H 0.16207 -3.07558 3.73696
70 H -1.67533 -5.29216 0.29278
71 H -3.96758 -6.09292 0.65503
72 H -5.66413 -4.60003 1.66480
73 H -5.03786 -2.29664 2.32383
74 H -2.73852 -1.48715 1.93493

Output
Charge: 0
Lowest unoccupied orbital energy (alpha / beta), eV: 0.1 / 0.0
HOMO level (alpha / beta), eV: -6.4 / -6.0
Spin multiplicity: 2
Energy relative to the best compared isomer or geometry (same formula, charge and spin), eV: 1.019
Kohn-Sham gap (alpha / beta), eV: 6.52 / 6.03

Below is a molecular structure, C31H36LaN4S in a non-equilibrium geometry, with properties calculated with ωB97M-V/def2-TZVPD.

CARTESIAN COORDINATES (ANGSTROEM)
1 La 1.39700 -0.47766 -0.01819
2 N 2.13567 1.38795 1.12470
3 N -0.38558 1.82095 2.19538
4 C -0.78262 -2.16639 -1.14473
5 C -0.92637 -2.20578 0.26419
6 C 0.22120 -2.84988 0.81430
7 C 0.42485 -2.98742 2.27693
8 H -0.55503 -3.11712 2.76609
9 H 0.93282 -2.10011 2.69947
10 H 1.04260 -3.85913 2.52121
11 C 1.07929 -3.24449 -0.26989
12 C 2.41931 -3.84004 -0.16307
13 H 2.74967 -4.19688 -1.14911
14 H 2.43149 -4.69867 0.52162
15 H 3.23460 -2.97071 0.31209
16 C 0.48078 -2.73714 -1.47588
17 C 1.10442 -2.64036 -2.81588
18 H 1.61365 -1.67007 -2.98215
19 H 0.33989 -2.72396 -3.60015
20 H 1.85207 -3.42830 -2.95045
21 C -2.08502 -1.67750 1.03079
22 H -2.19484 -2.19235 1.99762
23 H -3.01913 -1.76639 0.45053
24 H -1.94640 -0.60619 1.25749
25 C -1.80992 -1.66685 -2.09320
26 H -1.72474 -0.57987 -2.23006
27 H -2.83152 -1.84009 -1.71720
28 H -1.70229 -2.12151 -3.08979
29 C 3.28759 1.64103 0.43391
30 H 3.40393 1.17975 -0.56581
31 C 4.28556 2.49315 0.92365
32 H 5.23916 2.59267 0.39087
33 C 4.11959 3.03285 2.20319
34 H 4.85717 3.71665 2.61364
35 C 3.01487 2.69343 2.96537
36 H 2.89923 2.99841 4.01579
37 C 1.94720 1.96112 2.38484
38 C 0.70852 1.84603 3.02431
39 H 0.57964 2.16554 4.04841
40 C -0.45637 1.25438 0.89140
41 C -1.47040 2.66177 2.42361
42 H -1.66315 3.08644 3.38255
43 C -1.99854 2.92528 1.22926
44 H -2.72661 3.65595 0.92670
45 N -1.45710 2.01340 0.31533
46 C -2.16162 1.74427 -0.90075
47 C -3.52746 1.41054 -0.76814
48 C -4.28788 1.18923 -1.91682
49 H -5.36276 0.99022 -1.80569
50 C -3.71960 1.32749 -3.18118
51 C -4.57359 1.11844 -4.39180
52 H -4.20696 0.25033 -4.96032
53 H -4.54116 2.00378 -5.04035
54 H -5.61053 0.95218 -4.07175
55 C -2.35548 1.61960 -3.30688
56 H -1.92367 1.75848 -4.30504
57 C -1.54903 1.82519 -2.17311
58 C -0.09876 2.15819 -2.37926
59 H 0.31464 2.83531 -1.62111
60 H -0.00987 2.65025 -3.36088
61 H 0.57798 1.27947 -2.45341
62 C -4.23000 1.25298 0.53957
63 H -4.17374 2.13126 1.19039
64 H -3.91471 0.37450 1.11716
65 H -5.29064 1.09724 0.31462
66 S 5.36968 -1.97951 1.51475
67 C 4.80595 -1.38808 3.01179
68 C 3.47339 -1.06114 2.93805
69 N 2.89560 -1.23000 1.69613
70 C 3.76110 -1.80365 0.72883
71 H 5.46400 -1.29708 3.86610
72 H 2.91955 -0.71788 3.81316
73 H 3.88940 -1.25353 -0.23371

Output
Charge: -1
Lowest unoccupied orbital energy, eV: 2.3
HOMO level, eV: -0.7
Spin multiplicity: 1
Kohn-Sham gap, eV: 3.02